(1)
Molecular formula: C46H55N9O2PdS
Method: DFT, ωB97M-V/def2-TZVPD

Last column: Löwdin charge in e.
Cartesian coordinates (Å):
Pd  -1.13063  2.34407  0.77994  0.533
C  1.85135  -3.29196  3.13091  -0.024
N  0.64774  -3.51809  2.26499  -0.110
C  0.30535  -4.89215  2.23938  -0.093
C  -0.15707  -2.51059  1.83987  -0.356
N  -0.10974  -1.25240  2.31981  0.155
C  -0.76880  -0.89540  3.42193  -0.238
C  -1.61140  -1.84916  4.02386  -0.055
C  -2.38096  -1.49918  5.10473  -0.122
C  -2.41311  -0.23316  5.58090  -0.106
C  -1.58344  0.75198  5.07415  -0.197
C  -1.61235  2.02800  5.69871  -0.067
C  -0.82119  3.02409  5.20698  -0.090
C  -0.03652  2.77979  4.03324  -0.075
C  -0.02170  1.56441  3.44507  -0.269
N  0.62021  1.44513  2.15775  0.100
C  1.86214  1.11403  1.91292  -0.350
N  2.36458  1.13746  0.63745  -0.096
C  1.76463  1.97128  -0.36872  -0.190
C  2.97288  -0.13490  0.07413  0.013
N  2.76776  0.64476  2.83587  -0.122
C  2.44467  0.26521  4.16645  -0.068
C  4.18036  0.79600  2.56127  -0.057
C  -0.72707  0.44830  3.99173  -0.049
N  -0.96881  -2.79535  0.81784  -0.105
C  -0.73601  -3.80550  -0.18890  -0.051
C  -2.24425  -2.07668  0.62516  0.003
H  2.55708  -4.16637  2.96397  0.104
H  1.53520  -3.20787  4.19032  0.084
H  2.35994  -2.34291  2.93324  0.064
H  0.26211  -5.27639  3.28051  0.099
H  1.00590  -5.53390  1.66509  0.112
H  -0.68121  -4.99690  1.87384  0.057
H  -1.56886  -2.87335  3.72465  0.097
H  -2.94380  -2.27720  5.56932  0.091
H  -3.06027  0.06139  6.42845  0.104
H  -2.21709  2.11443  6.57839  0.090
H  -0.81319  4.00944  5.73888  0.104
H  0.54749  3.62397  3.63324  0.110
H  1.09436  3.44895  0.81787  0.050
H  0.66171  1.77765  -0.57275  0.113
H  2.36393  1.92166  -1.25241  0.108
H  3.12537  -0.86781  0.82773  0.069
H  3.93131  0.06080  -0.27842  0.070
H  2.29662  -0.51659  -0.68262  0.068
H  1.71219  -0.53835  4.29094  0.074
H  2.14439  1.06919  4.84513  0.092
H  3.37093  -0.14074  4.56794  0.086
H  4.27372  1.15398  1.53643  0.077
H  4.70070  -0.16783  2.55267  0.101
H  4.59472  1.55598  3.21506  0.089
H  -1.34230  -4.69824  0.04968  0.094
H  0.26743  -4.09269  -0.18810  0.059
H  -1.05301  -3.46978  -1.16038  0.086
H  -2.58881  -1.61847  1.50841  0.062
H  -2.93974  -2.78549  0.20163  0.091
H  -2.01349  -1.33231  -0.13882  0.082
N  -1.48641  2.43472  -3.46947  0.182
C  -1.90663  3.30556  -2.49611  -0.508
O  -1.63261  4.49104  -2.46755  0.033
C  -2.66123  2.70252  -1.34114  -0.160
C  -2.66353  3.43066  -0.10352  -0.186
C  -3.28750  2.80850  1.06274  -0.159
C  -3.94152  1.59825  0.87189  -0.197
N  -4.01575  0.92921  -0.27776  0.067
C  -3.36889  1.51207  -1.33713  -0.105
H  -0.84136  2.78959  -4.14840  0.094
H  -1.77513  1.43130  -3.42166  0.085
H  -2.47090  4.47182  -0.11260  0.087
H  -3.41977  3.41314  1.96070  0.091
H  -4.34619  1.12400  1.70165  0.075
H  -3.36987  0.98044  -2.27829  0.076
O  4.21079  -3.64425  0.53978  -0.838
S  4.56749  -4.91338  -0.31111  0.551
C  -2.16736  -1.29146  -3.68720  -0.109
C  -3.39155  -1.17867  -4.33170  -0.417
C  -3.57249  -1.05707  -5.75195  -0.107
C  -4.82748  -1.02296  -6.28706  -0.180
C  -6.01155  -1.11704  -5.51781  -0.185
C  -5.81791  -1.16486  -4.14949  -0.171
C  -4.57186  -1.18943  -3.57830  -0.132
C  3.46921  -4.97520  -1.79748  -0.477
C  3.42639  -3.65131  -2.47040  -0.322
C  4.58184  -3.28534  -3.18777  -0.090
C  4.78985  -2.05116  -3.70878  -0.095
C  3.77094  -1.10145  -3.48350  -0.139
C  2.59018  -1.44160  -2.95472  -0.119
C  2.38177  -2.75550  -2.39394  -0.010
H  -1.21392  -1.16520  -4.24687  0.010
H  -2.06698  -1.43748  -2.59399  -0.004
H  -2.74305  -0.79830  -6.39020  0.081
H  -4.89490  -1.03358  -7.39688  0.085
H  -6.96149  -0.98503  -6.07223  0.067
H  -6.65033  -1.24722  -3.44699  0.085
H  -4.49952  -1.14595  -2.48724  0.088
H  2.47130  -5.30716  -1.48173  0.046
H  3.86903  -5.75613  -2.52570  0.089
H  5.36553  -4.00429  -3.27243  0.093
H  5.71938  -1.83565  -4.28060  0.105
H  3.95280  -0.04863  -3.77425  0.101
H  1.79457  -0.72654  -2.82684  0.093
H  1.45796  -3.02301  -1.92062  0.086
N  1.81057  3.37379  0.11542  0.039
C  1.55486  4.36080  -0.90124  -0.257
C  1.95311  4.34727  -2.20207  -0.052
C  1.78080  5.45052  -3.05827  -0.085
C  1.16942  6.59605  -2.56370  -0.111
C  0.71711  6.58345  -1.23750  -0.098
C  0.90260  5.50490  -0.42924  -0.052
H  2.34730  3.51056  -2.68366  0.079
H  2.16760  5.40548  -4.10757  0.111
H  0.92236  7.42425  -3.17166  0.076
H  0.23795  7.44981  -0.76121  0.105
H  0.55303  5.47084  0.53806  0.082

Output
Total charge: -2
Total energy in eV: -80412.2192
2S+1: 1
Kohn-Sham gap in eV: 4.42

(2)
Molecular formula: C18H20AuF6N3P
Method: DFT, ωB97M-V/def2-TZVPD

Last column: natural (NBO) charge in e.
Cartesian coordinates (Å):
Au  -0.82821  1.29942  -0.91063  0.740
N  -2.00123  -1.18740  0.37325  -0.824
C  -1.18389  -2.21028  0.89842  0.152
C  -0.79833  -2.18762  2.23401  -0.256
C  0.06872  -3.15044  2.72336  -0.174
C  0.55359  -4.14911  1.89334  -0.241
C  0.16758  -4.17038  0.56107  -0.199
C  -0.69139  -3.20705  0.06165  -0.219
H  -2.56470  -0.73798  1.08133  0.374
H  -2.59391  -1.50368  -0.38141  0.373
H  -1.15310  -1.39365  2.88145  0.206
H  0.37762  -3.10950  3.75965  0.213
H  1.23943  -4.89255  2.27553  0.212
H  0.55181  -4.93468  -0.10173  0.208
H  -0.96268  -3.20674  -0.98779  0.194
C  -1.73608  2.13803  0.53030  0.134
C  -1.72034  2.56189  1.85812  -0.330
C  -0.52818  2.43439  2.60679  -0.115
C  -0.51279  2.81885  3.93224  -0.204
C  -1.66943  3.32456  4.51378  -0.193
C  -2.85536  3.45885  3.79029  -0.205
C  -2.88512  3.08377  2.46667  -0.189
H  0.34774  2.01215  2.13080  0.255
H  0.39265  2.71784  4.51412  0.232
H  -1.65194  3.61945  5.55552  0.217
H  -3.74060  3.85473  4.26861  0.223
H  -3.78640  3.17820  1.87586  0.216
C  3.27295  -0.38529  -4.23641  -0.650
C  1.87701  0.02889  -3.92834  0.212
C  0.75520  0.17153  -4.73344  -0.345
C  -0.28038  0.54909  -3.87741  0.189
N  0.18584  0.63349  -2.63088  -0.407
N  1.49183  0.32148  -2.68526  -0.308
C  -1.70825  0.82799  -4.19691  -0.649
H  3.41100  -0.45799  -5.31286  0.229
H  3.49309  -1.35500  -3.78941  0.244
H  3.98959  0.33313  -3.83934  0.242
H  0.69691  0.01384  -5.79590  0.233
H  2.03359  0.27905  -1.82864  0.467
H  -1.85364  0.85265  -5.27467  0.232
H  -2.01991  1.78632  -3.78100  0.233
H  -2.35802  0.05604  -3.78211  0.230
F  1.30135  -0.70334  -0.14428  -0.608
P  2.47372  -0.03351  0.78267  2.599
F  1.94974  1.44378  0.26092  -0.613
F  3.61281  0.67997  1.64489  -0.574
F  3.45584  -0.08332  -0.52137  -0.596
F  1.43114  0.06288  2.01931  -0.592
F  2.95312  -1.48272  1.24586  -0.572

Output
Total energy in eV: -52750.1435
Energy above the lowest of the compared OMol25 structures with the same formula, charge and spin in eV: 0.530
2S+1: 2
⟨S²⟩: 0.79
Kohn-Sham gap (alpha / beta) in eV: 5.51 / 6.07

(3)
Molecular formula: C30H34MgN2O4P2S3
Method: DFT, ωB97M-V/def2-TZVPD

Last column: Löwdin charge in e.
Cartesian coordinates (Å):
Mg  -0.08668  0.47713  -0.31581  0.072
O  1.80445  0.88502  2.18437  -0.069
N  2.03581  -0.40201  1.75521  -0.038
C  3.17203  -0.54451  1.21861  -0.123
C  3.48650  -1.84674  0.59660  -0.201
C  4.82865  -2.21313  0.51059  -0.044
C  5.20861  -3.41323  -0.05803  -0.078
C  4.24132  -4.25980  -0.57283  -0.072
C  2.90319  -3.90318  -0.52167  -0.069
C  2.48601  -2.70289  0.05578  -0.277
P  0.70611  -2.19532  0.03582  1.109
C  0.09084  -3.20813  -1.38588  -0.362
C  -0.54392  -4.44559  -1.33153  -0.089
C  -0.88250  -5.11816  -2.50175  -0.081
C  -0.58057  -4.56896  -3.73898  -0.086
C  0.05465  -3.33611  -3.80685  -0.076
C  0.37636  -2.66259  -2.64005  -0.130
C  0.01643  -3.08126  1.48951  -0.337
C  0.83300  -3.52790  2.52501  -0.080
C  0.29025  -4.18521  3.62227  -0.083
C  -1.07646  -4.40481  3.69845  -0.092
C  -1.90223  -3.95704  2.67476  -0.081
C  -1.36013  -3.29751  1.58166  -0.118
H  0.94388  0.82628  2.61084  0.090
H  3.89563  0.26854  1.18159  0.138
H  5.58147  -1.54280  0.91271  0.114
H  6.25526  -3.68717  -0.09737  0.105
H  4.52741  -5.19881  -1.03085  0.106
H  2.16910  -4.57553  -0.94143  0.103
H  -0.76560  -4.90563  -0.37756  0.100
H  -1.38015  -6.07875  -2.44093  0.102
H  -0.84082  -5.10022  -4.64686  0.102
H  0.28686  -2.89445  -4.76866  0.106
H  0.85882  -1.69218  -2.69461  0.095
H  1.90147  -3.36214  2.47605  0.099
H  0.93669  -4.52791  4.42162  0.102
H  -1.49945  -4.92665  4.54857  0.101
H  -2.97194  -4.12178  2.72890  0.103
H  -2.00712  -2.94249  0.79082  0.102
O  -1.48327  -0.50547  0.61244  -0.363
N  -2.72124  -0.12671  0.28138  -0.211
C  -3.65292  -0.07597  1.25845  -0.030
C  -4.93790  0.30176  0.99297  -0.059
C  -5.27306  0.64193  -0.32182  -0.066
C  -4.31290  0.59739  -1.30072  -0.082
C  -2.98560  0.21895  -1.01554  -0.673
S  -1.73845  0.18693  -2.18670  0.660
H  -3.28785  -0.35706  2.23446  0.140
H  -5.65931  0.33725  1.79678  0.106
H  -6.28412  0.94507  -0.56491  0.109
H  -4.53490  0.86214  -2.32418  0.106
C  -2.06992  4.42389  -1.91432  -0.071
C  -0.59721  4.70297  -2.15184  -0.429
C  -0.03664  3.85701  -3.28219  -0.072
O  0.19099  4.59114  -0.93262  -0.299
P  0.54002  3.32335  -0.02395  -0.070
S  1.71134  1.99655  -0.96015  0.368
S  -1.10535  2.58174  0.81267  0.397
O  1.53449  4.00511  1.01158  -0.312
C  1.40179  5.16380  1.87472  -0.430
C  1.80470  6.40625  1.09998  -0.050
C  0.03742  5.31757  2.52302  -0.077
H  -2.62387  4.67979  -2.82048  0.087
H  -2.45517  5.01990  -1.08612  0.081
H  -2.23304  3.36985  -1.69538  0.034
H  -0.47188  5.75560  -2.40214  0.138
H  -0.29282  2.80575  -3.14448  0.042
H  1.04885  3.94431  -3.32965  0.074
H  -0.46273  4.19831  -4.22766  0.086
H  2.14254  4.96469  2.64760  0.139
H  1.05066  6.64632  0.35068  0.075
H  2.75954  6.24862  0.59649  0.087
H  1.90289  7.24649  1.78967  0.083
H  -0.72577  5.51971  1.77024  0.070
H  0.07386  6.15954  3.21680  0.085
H  -0.24637  4.41912  3.06680  0.062

Output
Total energy in eV: -99364.2521
Energy above the lowest of the compared OMol25 structures with the same formula, charge and spin in eV: 0.215
2S+1: 1
Kohn-Sham gap in eV: 8.25

(4)
Molecular formula: C7H24FHfN12O9
Method: DFT, ωB97M-V/def2-TZVPD

Last column: natural (NBO) charge in e.
Cartesian coordinates (Å):
Hf  3.51693  1.98677  -4.35219  2.894
F  3.83488  2.45391  -2.25745  -0.701
C  3.44179  -0.67858  -4.44524  0.994
O  2.50706  -0.07320  -5.13131  -0.842
O  4.54687  -0.25537  -4.92501  -0.782
O  3.31979  -0.13081  -3.25166  -0.810
C  1.07595  -1.75416  -0.35194  0.773
O  0.31740  -0.79919  -0.31298  -0.661
N  2.17103  -1.77134  -1.16873  -0.870
N  0.90307  -2.92918  0.32570  -0.842
H  2.76204  -2.58323  -1.21188  0.375
H  2.42207  -1.02559  -1.79727  0.421
H  0.27520  -3.05930  1.09435  0.416
H  1.56810  -3.63914  0.08239  0.379
C  1.38777  -2.04631  -8.13642  0.766
O  0.70126  -2.69837  -8.90412  -0.643
N  2.68891  -1.68583  -8.37648  -0.871
N  0.93720  -1.70161  -6.90020  -0.873
H  3.18884  -1.32338  -7.58278  0.383
H  3.14845  -1.96230  -9.22248  0.410
H  1.44902  -1.05689  -6.31404  0.403
H  -0.02552  -1.92421  -6.72034  0.408
C  6.77253  -0.77191  -1.00743  0.773
O  7.95780  -0.85934  -0.76024  -0.644
N  5.82216  -0.34666  -0.12176  -0.854
N  6.23296  -1.15167  -2.22038  -0.869
H  4.86907  -0.17613  -0.38471  0.393
H  6.15832  -0.03569  0.77165  0.409
H  6.80958  -1.43971  -2.98886  0.407
H  5.31447  -0.79776  -2.43583  0.380
C  0.95735  2.34552  -6.81373  0.827
O  1.91454  2.40662  -6.01181  -0.814
N  0.09969  1.29201  -6.81043  -0.779
N  0.70002  3.27925  -7.74685  -0.798
H  0.28743  0.75965  -5.97019  0.425
H  -0.85466  1.46925  -7.07855  0.417
H  -0.00836  3.09067  -8.43245  0.432
H  1.19643  4.13499  -7.55696  0.425
C  4.86303  1.73793  -7.55019  0.828
O  4.42706  2.27422  -6.49332  -0.827
N  4.49283  2.09478  -8.77514  -0.774
N  5.72234  0.70638  -7.45189  -0.782
H  4.70228  1.46044  -9.52837  0.416
H  3.67256  2.66467  -8.90220  0.418
H  6.08190  0.43421  -6.54438  0.455
H  6.23739  0.41634  -8.26633  0.407
C  7.85682  -1.23431  -5.67961  0.767
O  7.88369  -0.11086  -5.18652  -0.682
N  6.71849  -1.98648  -5.73807  -0.866
N  8.91956  -1.77718  -6.32434  -0.840
H  6.62407  -2.77413  -6.35452  0.392
H  5.87915  -1.48277  -5.49324  0.414
H  9.79898  -1.31877  -6.15622  0.417
H  8.88511  -2.56585  -6.94138  0.398

Output
Total charge: +1
Total energy in eV: -47979.2956
Energy above the lowest of the compared OMol25 structures with the same formula, charge and spin in eV: 0.000
2S+1: 1
Kohn-Sham gap in eV: 4.93